Record 1
Formula: C6H14N2
Source: OMol25
Level of theory: the ωB97M-V functional and the def2-TZVPD basis

Geometry (Å):
N -2.13790 -2.02004 -1.87619
C -1.84979 -0.90593 -1.02441
C -0.35321 -0.56832 -1.03268
N -0.04542 0.43715 -0.04305
C 1.04102 1.38004 -0.28719
C 2.02717 1.22379 0.90910
C 1.27908 0.38553 1.96362
C -0.13006 0.15544 1.35928
H -1.45671 -2.25364 -2.57822
H -3.11114 -2.13636 -2.11963
H -2.36385 0.03890 -1.27540
H -2.13721 -1.06996 0.01741
H 0.20183 -1.49848 -0.85369
H -0.16295 -0.12704 -2.01765
H 1.54809 1.09709 -1.20374
H 0.66511 2.40853 -0.34298
H 2.94814 0.77161 0.52505
H 2.31487 2.19204 1.31373
H 1.17077 0.95322 2.89315
H 1.85317 -0.51598 2.17811
H -0.49749 -0.82468 1.66225
H -0.80352 0.87711 1.83313

E_tot   -9428.4187 eV
SMILES string   NCCN1CCCC1
Energy above the lowest of the compared OMol25 structures with the same formula, charge and spin   102.82 kJ/mol
HOMO   -7.8949 eV
LUMO energy   0.0400 Eh
HOMO-LUMO gap   8.9829 eV



Record 2
Formula: C26H70N2O10
Source: OMol25
Level of theory: the ωB97M-V functional and the def2-TZVPD basis

Geometry (Å):
C 46.79595 -1.41179 12.66429
O 47.37479 -0.16591 12.84698
H 47.10010 -2.04074 13.50096
H 45.70882 -1.43231 12.58799
H 47.27089 -1.89790 11.81210
H 46.88685 0.21869 13.57882
C 46.90350 0.41917 16.05499
O 46.08713 1.23177 15.21658
H 46.24209 -0.04157 16.78871
H 47.40412 -0.38022 15.50868
H 47.66248 0.97350 16.60705
H 45.33305 1.52019 15.73598
C 45.72376 -0.42321 5.06215
O 45.99832 0.84552 5.64525
C 45.16502 1.88236 5.21593
C 45.69876 3.20969 5.77164
N 45.26322 3.55587 7.16865
C 45.68505 2.55247 8.17664
C 45.38022 3.11906 9.62719
O 45.73500 2.26641 10.61310
C 45.13042 2.57245 11.88265
H 44.66413 -0.67854 5.07150
H 46.32983 -1.19881 5.53037
H 45.93095 -0.54442 3.99891
H 44.12897 1.78295 5.53968
H 45.02479 1.93777 4.13641
H 45.28375 3.96933 5.10921
H 46.78401 3.21823 5.67036
H 45.75945 4.40713 7.39050
H 46.74575 2.32172 8.07784
H 45.04288 1.68275 8.03762
H 44.32265 3.36889 9.71215
H 45.89100 4.08079 9.67499
H 44.09509 2.23250 11.85806
H 45.07271 3.63061 12.13780
H 45.61577 2.01390 12.68299
C 40.93998 3.77269 14.07544
O 42.22733 3.39984 13.77333
C 43.13472 3.23768 14.86543
C 43.02847 1.79709 15.39403
N 43.49579 1.62857 16.76563
C 43.32552 0.25183 17.27508
C 44.09025 0.08953 18.62152
O 44.32133 -1.29240 18.71258
C 44.54144 -1.79610 19.99324
H 40.37258 2.98393 14.56943
H 40.42675 4.02421 13.14731
H 40.90208 4.69217 14.65960
H 43.03472 3.95063 15.68384
H 44.14334 3.37997 14.47746
H 43.61389 1.20509 14.69053
H 41.96661 1.55308 15.36203
H 42.98364 2.27127 17.35278
H 43.79811 -0.39253 16.53376
H 42.27047 0.00786 17.39934
H 43.40021 0.37777 19.41453
H 44.95912 0.73685 18.74034
H 43.62291 -1.64313 20.55981
H 45.32124 -1.26889 20.54283
H 44.80883 -2.85249 19.96808
C 45.95673 3.48310 18.38506
C 46.56010 3.14330 19.73107
C 47.96795 2.62544 19.59746
O 46.59063 4.28144 20.50748
H 46.18858 4.49145 18.04215
H 44.86954 3.40476 18.38619
H 46.25565 2.82492 17.56925
H 46.05614 2.37178 20.31322
H 48.06174 1.75635 18.94632
H 48.43099 2.56518 20.58237
H 48.50320 3.32536 18.95583
H 45.67997 4.48424 20.73370
C 45.85267 -3.10165 16.20752
C 45.91602 -4.57230 16.62072
C 47.37890 -5.00944 16.71421
O 45.36364 -4.69020 17.89293
H 46.39685 -2.52854 16.95819
H 44.82789 -2.73289 16.16350
H 46.34310 -2.77241 15.29145
H 45.30064 -5.16252 15.94173
H 47.99537 -4.34489 17.31956
H 47.89464 -5.04765 15.75471
H 47.55653 -6.02124 17.07866
H 44.42314 -4.51662 17.80971
C 48.14000 4.77836 12.79534
C 47.90690 5.31194 14.16489
C 48.61334 4.57721 15.28138
O 48.39684 6.64706 14.21331
H 49.15308 4.93853 12.42642
H 47.49412 5.22279 12.03809
H 48.04015 3.69425 12.74214
H 46.84984 5.40268 14.41487
H 49.68556 4.45485 15.12822
H 48.19008 3.57294 15.26203
H 48.41268 4.93903 16.28980
H 48.19268 7.05443 13.36834
C 50.16820 -2.40939 20.15281
C 48.99294 -1.46128 20.59076
C 48.25181 -1.01772 19.28687
O 48.09638 -2.09971 21.41079
H 50.81357 -2.70363 20.98046
H 50.76563 -1.81970 19.45751
H 49.76884 -3.31609 19.69834
H 49.38222 -0.59351 21.12325
H 47.38405 -0.39002 19.48960
H 47.91757 -1.84417 18.65967
H 48.83704 -0.38789 18.61687
H 47.75347 -2.85362 20.92538

E_tot   -51537.8164 eV
<S²>   0.754
Charge   +1
Energy above the lowest of the compared OMol25 structures with the same formula, charge and spin   122.63 kJ/mol
HOMO (alpha / beta)   -10.3834 / -10.3799 eV
2S+1   2
LUMO energy (alpha / beta)   -0.1196 / -0.3203 Eh
HOMO-LUMO gap (alpha / beta)   7.1297 / 1.6651 eV



Record 3
Formula: C39H40Cl2F5MoN8O2P
Source: OMol25
Level of theory: the ωB97M-V functional and the def2-TZVPD basis

Geometry (Å):
Mo -0.86384 -0.06184 -0.01621
Cl 4.37195 -1.11948 -4.22527
C 3.08704 -0.29606 -3.39956
C 2.66745 -0.79644 -2.17247
C 1.61157 -0.20518 -1.49274
N 1.14368 -0.52089 -0.18381
C 1.94153 -1.25130 0.66757
O 2.64659 -2.18350 0.32376
C 1.96112 -0.85173 2.14094
C 2.64037 -1.68676 3.02069
C 2.74095 -1.31357 4.34955
C 2.17256 -0.11505 4.74871
C 1.53179 0.65932 3.79280
N 1.42188 0.30542 2.51528
C 0.94558 0.88298 -2.09289
C 1.41859 1.41927 -3.27803
C 2.48657 0.82350 -3.93684
Cl 3.00174 1.49748 -5.45188
N -0.23550 1.28237 -1.40215
C -1.15080 2.12467 -1.94997
O -1.04555 2.83104 -2.93032
C -2.45533 2.13405 -1.16896
C -3.43249 3.05763 -1.46818
C -4.59829 3.06205 -0.72060
C -4.72614 2.14270 0.29990
C -3.69526 1.24695 0.52916
N -2.57988 1.22417 -0.20191
H 3.17112 -1.64947 -1.75359
H 3.07824 -2.60035 2.64161
H 3.26007 -1.94434 5.06217
H 2.22498 0.22114 5.77726
H 1.09397 1.61678 4.06477
H 0.94678 2.28415 -3.71079
H -3.23865 3.74832 -2.27818
H -5.39015 3.77309 -0.92798
H -5.61076 2.10384 0.92390
H -3.76729 0.51404 1.31894
F -1.88135 -2.45446 2.25373
C -1.84602 -1.20712 2.78771
C -1.37943 -0.14184 2.04868
C -1.39675 1.06009 2.73077
F -0.92687 2.16338 2.08519
C -1.84875 1.23172 4.01854
F -1.84098 2.43132 4.60629
C -2.31596 0.13217 4.70966
F -2.75840 0.25841 5.96343
C -2.31119 -1.09644 4.08786
F -2.74883 -2.17105 4.74999
N -1.56133 -1.53662 -0.78280
P -2.18563 -2.91906 -1.25594
N -1.34416 -4.17497 -0.65133
C -1.94678 -5.47822 -0.35041
C -1.65594 -5.86844 1.09195
C -0.14759 -5.89533 1.32484
C 0.47269 -4.54374 0.96493
C 0.11749 -4.14277 -0.46248
N -2.28919 -3.16231 -2.88267
C -1.23995 -3.88944 -3.62068
C -0.06981 -2.98277 -4.02543
C -0.56340 -1.54554 -4.24352
C -1.99247 -1.54403 -4.77500
C -2.95593 -2.13410 -3.72770
N -3.75816 -3.00022 -0.79254
C -4.32793 -2.20375 0.29943
C -5.49520 -1.37577 -0.21076
C -6.55785 -2.28087 -0.83290
C -5.94885 -3.15937 -1.92398
C -4.72907 -3.91510 -1.40950
H -1.51627 -6.23097 -1.02571
H -3.01689 -5.44934 -0.53202
H -2.10931 -6.83877 1.30925
H -2.11396 -5.12332 1.75138
H 0.29901 -6.67665 0.69548
H 0.07482 -6.15175 2.36369
H 1.55636 -4.57229 1.06100
H 0.09390 -3.77373 1.64564
H 0.57958 -4.84902 -1.16642
H 0.49707 -3.15135 -0.69330
H -1.71896 -4.29624 -4.51406
H -0.90923 -4.73837 -3.02500
H 0.37959 -3.37398 -4.94240
H 0.70635 -2.99031 -3.25654
H 0.10679 -1.01170 -4.91505
H -0.55463 -1.01324 -3.29641
H -2.04372 -2.12392 -5.70100
H -2.31248 -0.52831 -5.01515
H -3.81624 -2.58913 -4.22631
H -3.33120 -1.34358 -3.07702
H -3.54787 -1.58359 0.71951
H -4.67775 -2.87867 1.08982
H -5.12399 -0.66500 -0.95899
H -5.92361 -0.79787 0.61296
H -7.37541 -1.68620 -1.24148
H -6.98282 -2.91947 -0.04905
H -5.65272 -2.53768 -2.77481
H -6.68381 -3.88424 -2.28231
H -4.24933 -4.44804 -2.22577
H -5.05030 -4.64988 -0.66072

E_tot   -106888.8415 eV
Energy above the lowest of the compared OMol25 structures with the same formula, charge and spin   0.00 kJ/mol
HOMO (alpha / beta)   -7.1872 / -7.1873 eV
LUMO energy (alpha / beta)   -0.0242 / -0.0243 Eh
HOMO-LUMO gap (alpha / beta)   6.5278 / 6.5271 eV